ORCA calculation (ωB97M-V with the def2-TZVPD basis set) on a cluster of 8 separate species, C32H85N9O13 in total.

XYZ file:
```
139
Properties=species:S:1:pos:R:3:forces:R:3
C -7.798 6.994 -14.938 -0.7 -0.7 1.4
O -8.811 7.002 -13.907 1.3 0.3 0.6
C -10.095 6.587 -14.308 0.9 2.2 -2.6
C -10.983 6.351 -13.152 0.4 -0.8 1.2
N -11.253 7.477 -12.191 2.1 -2.7 -0.6
C -12.208 8.265 -12.827 -1.5 2.0 -0.6
C -12.525 9.474 -11.959 0.0 0.7 -1.1
O -11.320 10.267 -12.010 -0.5 -0.5 0.8
C -11.131 11.218 -10.997 0.4 0.4 0.4
H -6.925 7.515 -14.546 -0.2 0.1 0.0
H -8.108 7.433 -15.886 -0.2 0.0 0.0
H -7.537 5.939 -15.031 0.3 0.0 -0.7
H -10.001 5.757 -15.008 -0.3 -0.7 0.3
H -10.366 7.413 -14.966 -1.0 0.2 -0.3
H -10.370 5.572 -12.699 -0.7 -0.3 1.0
H -11.934 5.956 -13.509 0.1 -0.2 0.2
H -10.387 7.992 -12.264 0.4 0.3 0.7
H -13.095 7.655 -13.002 -0.2 0.2 -0.2
H -11.756 8.611 -13.756 -0.8 0.4 -0.6
H -12.938 9.093 -11.026 0.9 0.3 0.8
H -13.274 10.171 -12.337 -0.5 -0.4 -0.4
H -11.033 10.770 -10.009 0.5 -0.3 0.0
H -11.878 11.990 -10.811 -0.9 -0.1 -0.7
H -10.265 11.803 -11.305 0.3 -0.3 0.3
C -16.548 19.577 -19.931 -0.4 -0.6 -1.5
O -16.349 18.281 -20.589 0.3 1.3 0.3
C -15.049 17.990 -21.145 0.5 1.7 2.1
C -15.130 16.972 -22.225 -0.5 -0.8 -0.3
N -14.308 15.817 -22.013 0.8 -1.2 -0.5
C -12.845 15.954 -22.047 -1.0 -0.5 1.5
C -12.133 14.922 -21.162 0.9 1.0 -0.1
O -12.190 15.170 -19.734 -0.7 -1.2 -0.3
C -12.262 13.990 -18.899 -0.5 0.5 0.0
H -15.928 19.886 -19.090 0.5 -0.7 0.0
H -17.583 19.605 -19.589 0.0 -0.4 0.0
H -16.486 20.347 -20.699 0.2 0.2 0.0
H -14.412 17.793 -20.283 0.0 -1.7 0.3
H -14.380 18.806 -21.418 -1.1 1.3 -0.9
H -14.960 17.400 -23.213 0.2 0.1 0.0
H -16.149 16.587 -22.259 -0.2 0.2 0.1
H -14.602 15.363 -21.160 0.2 0.0 0.1
H -12.586 16.953 -21.695 0.5 0.2 -0.3
H -12.410 15.688 -23.011 -0.3 0.6 -0.4
H -11.097 15.073 -21.466 0.4 -0.2 0.2
H -12.363 13.935 -21.563 -0.6 -0.4 0.8
H -13.207 13.457 -18.997 0.0 -0.3 -0.9
H -12.354 14.249 -17.844 0.6 0.8 -0.1
H -11.403 13.327 -19.000 0.0 0.0 -0.3
C -3.054 5.496 -6.923 0.1 0.7 -1.3
O -3.009 6.114 -8.262 0.2 -1.5 1.5
C -2.488 5.207 -9.228 0.0 0.7 -1.2
C -3.144 5.499 -10.582 0.3 -3.2 0.5
N -2.776 6.688 -11.166 -1.1 4.4 0.0
C -3.802 7.747 -10.779 1.7 0.3 -0.6
C -3.676 9.027 -11.541 0.7 1.2 -1.8
O -4.631 10.017 -11.247 -0.3 0.5 1.8
C -5.758 10.085 -12.086 1.2 0.1 -0.9
H -3.523 6.200 -6.236 0.0 0.0 -0.2
H -2.048 5.264 -6.572 0.1 0.0 0.0
H -3.633 4.574 -6.965 -0.1 0.0 0.0
H -2.575 4.143 -9.010 -0.6 0.0 0.5
H -1.429 5.350 -9.443 0.4 0.3 0.6
H -4.215 5.331 -10.473 -0.4 0.1 -0.1
H -2.769 4.752 -11.282 -0.1 -0.7 0.2
H -2.556 6.673 -12.152 -0.5 -0.2 0.0
H -3.494 8.101 -9.795 -1.0 -0.9 0.5
H -4.828 7.418 -10.939 -0.1 -0.4 0.7
H -3.704 8.917 -12.625 0.0 -0.6 -0.4
H -2.710 9.499 -11.361 0.2 -0.1 0.3
H -6.290 11.032 -12.004 -0.2 -0.2 0.9
H -6.376 9.193 -11.982 -0.3 0.2 -0.3
H -5.305 10.214 -13.070 -0.5 -0.7 -0.8
C 1.621 15.865 -5.008 0.8 -0.7 -0.7
O 2.172 14.529 -4.696 -1.0 2.0 -0.3
C 1.169 13.571 -4.355 1.1 0.1 0.6
C 1.925 12.212 -4.120 -0.4 1.2 -0.1
N 1.005 11.280 -3.528 -0.3 -1.5 -0.1
C 1.475 9.889 -3.251 -0.7 0.7 1.2
C 2.297 9.739 -1.924 0.2 0.5 -1.2
O 1.670 10.350 -0.816 1.1 -0.1 0.3
C 0.583 9.678 -0.262 -1.3 0.3 -0.4
H 2.423 16.575 -5.209 0.5 -0.4 0.4
H 0.979 16.372 -4.287 -0.1 -0.7 0.6
H 1.094 15.892 -5.962 -0.4 -0.6 -0.1
H 0.366 13.565 -5.092 0.2 -0.5 -0.4
H 0.683 13.906 -3.439 0.0 -0.2 0.4
H 2.730 12.343 -3.398 0.5 0.7 -0.3
H 2.349 11.924 -5.082 -0.1 -0.4 0.1
H 0.808 11.663 -2.614 -0.4 0.0 0.2
H 1.954 9.421 -4.111 0.2 0.2 0.1
H 0.563 9.332 -3.039 -0.1 -0.2 -0.4
H 3.245 10.263 -2.044 0.1 -0.1 0.2
H 2.500 8.682 -1.748 0.0 -0.2 0.1
H 0.255 10.239 0.613 -0.1 0.2 -0.2
H 0.649 8.649 0.090 1.0 -0.3 -0.2
H -0.171 9.680 -1.049 -0.7 -0.1 0.4
C -3.377 -6.711 -4.660 1.3 0.1 -0.7
O -2.666 -5.591 -5.284 -0.8 -0.7 0.5
C -1.579 -5.945 -6.113 1.4 -0.2 -0.9
C -1.848 -5.981 -7.637 -1.1 0.0 0.7
N -1.681 -4.727 -8.354 -0.7 -0.6 -0.8
C -0.325 -4.377 -8.703 0.5 2.0 0.7
C -0.234 -2.997 -9.429 -1.3 -0.6 0.4
O 1.073 -2.652 -9.754 0.3 1.3 -2.0
C 1.081 -1.374 -10.508 1.8 -0.6 1.1
H -4.410 -6.456 -4.420 0.2 0.2 -0.4
H -2.900 -7.067 -3.747 0.3 0.5 0.3
H -3.298 -7.595 -5.293 -0.5 0.1 -0.4
H -1.103 -6.890 -5.850 -0.3 -0.3 0.5
H -0.767 -5.222 -6.049 -0.1 0.4 0.8
H -2.902 -6.257 -7.647 -0.2 -0.2 -0.7
H -1.280 -6.770 -8.130 0.1 0.1 0.0
H -2.182 -4.003 -7.860 0.2 0.3 0.0
H 0.177 -5.085 -9.362 -0.3 -0.3 0.2
H 0.221 -4.253 -7.767 0.9 -0.2 0.0
H -0.629 -2.152 -8.865 -0.5 -0.2 0.7
H -0.883 -3.075 -10.301 0.0 0.0 -0.5
H 1.061 -0.546 -9.799 -0.6 0.0 0.2
H 0.421 -1.178 -11.353 -0.7 -0.8 0.3
H 2.080 -1.270 -10.932 0.1 -0.4 0.0
N 2.324 7.669 -11.561 1.0 -0.9 -1.6
C 2.435 8.753 -10.753 1.2 -2.9 -1.7
N 1.302 8.901 -10.178 -4.0 1.9 2.7
O 3.445 9.326 -10.532 2.8 2.0 0.4
H 3.130 7.465 -12.135 -0.6 -0.3 -0.1
H 1.422 7.218 -11.622 0.8 -0.3 -0.5
H 0.523 8.469 -10.654 -0.4 0.8 0.9
H 1.268 9.675 -9.530 -0.8 -0.2 -0.1
N -0.432 -0.308 -1.730 5.2 5.4 2.6
C -1.120 -1.155 -2.353 0.5 -0.8 -4.8
N -2.004 -1.657 -1.620 -5.7 -3.9 4.1
O -0.901 -1.345 -3.530 -0.4 -0.9 -2.0
H -0.553 -0.014 -0.771 0.1 0.1 -0.5
H 0.152 0.173 -2.399 0.4 0.4 0.8
H -1.897 -1.491 -0.630 -0.7 -0.4 -0.2
H -2.760 -2.244 -1.944 0.5 0.0 0.0
O -1.048 4.058 -16.241 0.0 0.2 0.2
H -1.644 3.327 -16.079 -0.2 -0.2 0.1
H -0.684 3.882 -17.109 0.1 0.0 -0.2
```
Forces are in eV/Å.

Its SMILES is COCCNCCOC.COCCNCCOC.COCCNCCOC.COCCNCCOC.COCCNCCOC.NC(N)=O.NC(N)=O.O. The value obtained for the energy relative to the best compared isomer or geometry (same formula, charge and spin) is 183.3 kcal per mole. The calculation puts the HOMO energy at -0.3027 hartree.

These are the Löwdin partial charges, in e, on atoms 1 to 99: atom 1 (C): -0.07, atom 2 (O): -0.21, atom 3 (C): -0.27, atom 4 (C): -0.18, atom 5 (N): -0.03, atom 6 (C): -0.28, atom 7 (C): -0.19, atom 8 (O): -0.19, atom 9 (C): -0.13, atom 10 (H): 0.08, atom 11 (H): 0.09, atom 12 (H): 0.09, atom 13 (H): 0.12, atom 14 (H): 0.11, atom 15 (H): 0.12, atom 16 (H): 0.12, atom 17 (H): 0.10, atom 18 (H): 0.13, atom 19 (H): 0.12, atom 20 (H): 0.12, atom 21 (H): 0.12, atom 22 (H): 0.09, atom 23 (H): 0.08, atom 24 (H): 0.09, atom 25 (C): -0.08, atom 26 (O): -0.19, atom 27 (C): -0.24, atom 28 (C): -0.22, atom 29 (N): -0.08, atom 30 (C): -0.20, atom 31 (C): -0.22, atom 32 (O): -0.18, atom 33 (C): -0.10, atom 34 (H): 0.08, atom 35 (H): 0.08, atom 36 (H): 0.08, atom 37 (H): 0.12, atom 38 (H): 0.11, atom 39 (H): 0.12, atom 40 (H): 0.12, atom 41 (H): 0.11, atom 42 (H): 0.11, atom 43 (H): 0.11, atom 44 (H): 0.11, atom 45 (H): 0.12, atom 46 (H): 0.08, atom 47 (H): 0.08, atom 48 (H): 0.08, atom 49 (C): -0.07, atom 50 (O): -0.19, atom 51 (C): -0.23, atom 52 (C): -0.29, atom 53 (N): -0.05, atom 54 (C): -0.16, atom 55 (C): -0.26, atom 56 (O): -0.19, atom 57 (C): -0.10, atom 58 (H): 0.08, atom 59 (H): 0.08, atom 60 (H): 0.08, atom 61 (H): 0.11, atom 62 (H): 0.11, atom 63 (H): 0.12, atom 64 (H): 0.12, atom 65 (H): 0.11, atom 66 (H): 0.12, atom 67 (H): 0.12, atom 68 (H): 0.11, atom 69 (H): 0.12, atom 70 (H): 0.09, atom 71 (H): 0.09, atom 72 (H): 0.08, atom 73 (C): -0.09, atom 74 (O): -0.20, atom 75 (C): -0.21, atom 76 (C): -0.20, atom 77 (N): -0.08, atom 78 (C): -0.17, atom 79 (C): -0.21, atom 80 (O): -0.20, atom 81 (C): -0.12, atom 82 (H): 0.08, atom 83 (H): 0.08, atom 84 (H): 0.08, atom 85 (H): 0.12, atom 86 (H): 0.11, atom 87 (H): 0.11, atom 88 (H): 0.12, atom 89 (H): 0.09, atom 90 (H): 0.12, atom 91 (H): 0.09, atom 92 (H): 0.11, atom 93 (H): 0.12, atom 94 (H): 0.09, atom 95 (H): 0.09, atom 96 (H): 0.08, atom 97 (C): -0.08, atom 98 (O): -0.18, atom 99 (C): -0.24